1.
{"formula": "C7H9I3N2O2", "method": "wB97M-V/def2-TZVPD", "symbols": ["C", "C", "C", "C", "C", "C", "C", "N", "N", "O", "O", "I", "I", "I", "H", "H", "H", "H", "H", "H", "H", "H", "H"], "coordinates": [[-0.360, -12.385, -6.932], [0.405, -11.468, -6.121], [1.325, -13.855, -6.586], [-3.558, 8.993, 4.100], [-0.728, 9.967, 2.618], [2.543, -11.361, -4.871], [-0.998, 8.825, 3.590], [0.111, -13.600, -7.042], [1.432, -11.905, -5.548], [-4.643, 9.208, 4.352], [-2.456, 8.634, 3.936], [-2.123, -11.853, -7.915], [-0.275, -9.402, -5.911], [1.942, -15.413, -5.487], [-0.537, 10.900, 3.182], [0.103, 9.536, 1.947], [-1.520, 10.194, 1.877], [2.213, -10.322, -4.609], [2.791, -12.100, -4.082], [3.416, -11.184, -5.621], [-0.236, 9.060, 4.454], [-0.786, 7.795, 3.292], [-0.440, -14.387, -7.404]], "forces_ev_per_angstrom": [[-2.19, 2.21, -0.10], [-1.24, 1.47, -0.49], [1.57, 1.50, 1.05], [-1.43, 0.39, 0.88], [-0.22, -0.69, -1.20], [1.07, 1.11, -0.98], [3.61, 0.68, 0.03], [0.70, -0.85, 0.67], [-0.32, -3.85, -1.97], [0.24, 0.19, -0.40], [0.67, -0.42, 0.52], [0.43, -0.34, 0.16], [0.55, -1.04, -0.13], [-0.07, -0.29, 0.14], [0.42, -0.63, -0.61], [-0.71, 1.18, 1.27], [0.13, -0.40, 0.50], [0.59, -0.86, 0.67], [0.23, 1.10, -0.19], [-1.38, -0.63, 1.31], [-2.59, -0.71, -0.56], [-0.11, 0.43, -0.41], [0.05, 0.46, -0.15]], "mulliken_charge": [-0.320, 0.586, -0.226, 0.680, -1.009, -0.677, -0.072, 0.037, -0.301, -0.133, -0.087, 0.280, 0.201, 0.335, 0.352, 0.316, 0.357, 0.237, 0.265, 0.303, 0.288, 0.307, 0.279], "energy_ev": -38760.2811, "total_charge": 2, "homo_ev": [-12.9, -12.8]}

***

2.
{"formula": "H2NOS", "method": "wB97M-V/def2-TZVPD", "symbols": ["O", "N", "S", "H", "H"], "coordinates": [[-1.616, 0.438, 0.254], [-0.562, -0.250, -0.028], [1.341, 0.295, 0.251], [-0.485, -1.000, 0.672], [1.322, 0.516, -1.150]], "forces_ev_per_angstrom": [[0.49, 0.82, 0.36], [-1.44, -1.49, -0.84], [0.44, 0.97, -1.57], [0.17, -0.17, 0.28], [0.35, -0.13, 1.77]], "mulliken_charge": [-0.614, -0.122, -0.498, 0.141, 0.093], "energy_ev": -14402.9928, "smiles": "[O-]NS", "total_charge": -1, "homo_ev": [-1.9, -1.9]}

***

3.
{"formula": "C29H20NO6PV", "method": "wB97M-V/def2-TZVPD", "symbols": ["V", "O", "C", "O", "C", "C", "C", "N", "C", "C", "C", "O", "O", "H", "H", "H", "O", "C", "O", "C", "P", "C", "C", "C", "C", "C", "C", "C", "C", "C", "C", "C", "C", "H", "H", "H", "H", "H", "H", "H", "H", "H", "H", "H", "H", "C", "C", "C", "C", "C", "C", "C", "C", "H", "H", "H", "H", "H"], "coordinates": [[-0.892, -1.628, -1.085], [-0.819, -1.111, 5.634], [-1.445, -2.024, 5.156], [-2.330, -2.804, 5.411], [-0.955, -2.208, 3.616], [0.019, -1.300, 3.137], [0.191, -1.247, 1.751], [-0.526, -2.020, 0.931], [-1.366, -2.978, 1.437], [-1.553, -3.151, 2.735], [-2.021, -3.792, 0.410], [-2.661, -4.773, 0.405], [-1.812, -3.127, -0.874], [0.529, -0.688, 3.842], [0.812, -0.541, 1.248], [-2.210, -3.899, 3.185], [-0.212, -0.520, -4.759], [0.216, -0.847, -3.688], [-0.521, -1.634, -2.809], [1.659, -0.744, -3.074], [1.494, -0.629, -1.248], [1.540, 1.118, -0.760], [2.089, 1.521, 0.466], [2.045, 2.847, 0.865], [1.429, 3.797, 0.056], [0.919, 3.417, -1.180], [0.974, 2.083, -1.579], [2.908, -1.413, -0.523], [2.862, -2.654, 0.105], [4.041, -3.208, 0.540], [5.243, -2.575, 0.363], [5.299, -1.351, -0.267], [4.127, -0.757, -0.693], [2.330, -0.040, -3.555], [2.183, -1.712, -3.051], [2.507, 0.783, 1.149], [2.414, 3.135, 1.824], [1.359, 4.834, 0.384], [0.406, 4.156, -1.810], [0.569, 1.804, -2.538], [1.914, -3.193, 0.168], [4.014, -4.143, 1.032], [6.154, -3.081, 0.696], [6.235, -0.835, -0.403], [4.116, 0.225, -1.128], [-1.964, -0.118, -0.893], [-2.876, 0.769, -0.929], [-3.689, 1.874, -0.966], [-4.445, 2.205, 0.158], [-4.979, 3.446, 0.270], [-4.897, 4.321, -0.804], [-4.198, 3.985, -1.969], [-3.615, 2.759, -2.054], [-4.531, 1.463, 0.959], [-5.544, 3.763, 1.152], [-5.365, 5.287, -0.741], [-4.094, 4.700, -2.767], [-3.074, 2.452, -2.942]], "forces_ev_per_angstrom": [[-0.93, -0.76, -0.11], [0.56, 1.46, 1.70], [0.75, -0.75, -2.50], [-1.26, -0.81, 0.96], [0.76, 0.39, -0.15], [-1.23, -1.53, -1.35], [-0.55, -0.23, 1.02], [-0.38, -0.11, -1.11], [0.93, 0.23, -1.53], [-0.27, 0.44, 2.82], [-0.35, 0.24, -1.86], [0.09, -0.07, 0.66], [1.06, 1.12, 0.59], [0.24, 0.50, 0.35], [0.41, 0.39, 0.09], [0.09, 0.21, -0.26], [0.77, -0.08, 1.97], [1.03, -0.93, -1.03], [-0.37, 0.54, 0.34], [-0.68, -0.05, 0.24], [-0.99, 0.77, 0.11], [0.29, 0.11, 0.35], [-0.11, -0.41, 0.22], [-0.51, -0.05, -0.45], [0.15, 0.04, -0.15], [-0.47, 0.11, -0.15], [-0.09, 0.37, -0.11], [0.24, -0.14, 0.03], [-0.67, 0.16, -0.61], [-0.38, -0.14, 0.17], [0.91, -0.36, 0.06], [0.01, 0.50, -0.07], [-0.09, -0.09, 0.16], [-0.18, 0.27, 0.00], [-0.48, -0.13, -0.83], [0.10, 0.15, -0.19], [0.30, 0.06, 0.42], [0.02, -0.26, -0.09], [0.40, -0.38, 0.21], [-0.16, 0.00, -0.25], [0.30, 0.11, 0.23], [0.00, -0.91, 0.41], [-0.28, 0.33, -0.07], [0.16, 0.02, -0.03], [0.27, 0.29, -0.22], [-1.55, 1.10, -0.11], [2.62, -2.42, -0.10], [-0.38, 0.28, -0.21], [0.37, -1.13, 1.13], [-1.24, 0.98, 0.24], [0.39, 0.13, -0.28], [-0.45, 0.44, 0.38], [0.66, -0.45, -0.51], [0.05, 0.38, -0.21], [0.28, -0.31, -0.28], [-0.08, 0.23, 0.07], [-0.14, 0.05, -0.19], [0.05, 0.08, 0.08]], "mulliken_charge": [0.236, -0.656, 0.519, -0.649, 0.212, -1.248, -0.085, 0.657, 0.331, -0.388, 0.039, -0.438, -0.632, 0.613, 0.290, 0.605, -0.492, 0.491, -0.401, -0.770, 0.996, 0.661, 0.058, -1.000, -0.524, -0.750, -0.541, 0.932, -0.428, -0.650, -0.575, -0.766, -0.583, 0.486, 0.491, 0.448, 0.455, 0.416, 0.414, 0.377, 0.214, 0.490, 0.392, 0.442, 0.489, -0.248, 1.161, -0.045, -0.383, -0.642, -0.202, -0.677, -0.317, 0.458, 0.391, 0.413, 0.423, 0.492], "energy_ev": -79138.8855, "total_charge": 1, "homo_ev": [-10.4, -10.4]}

***

4.
{"formula": "C5H10O7PS3Ta", "method": "wB97M-V/def2-TZVPD", "symbols": ["Ta", "O", "S", "O", "O", "O", "C", "C", "O", "P", "S", "S", "O", "C", "C", "H", "H", "H", "H", "H", "H", "H", "H", "H", "H", "O", "C"], "coordinates": [[-1.598, 1.713, -1.334], [-4.116, 4.488, -2.018], [-3.225, 3.430, -1.823], [-2.088, 3.167, -2.826], [-3.721, 1.996, -1.670], [-2.310, 3.441, -0.530], [1.315, -1.107, 3.403], [0.296, -0.031, 3.127], [-0.424, -0.253, 1.856], [0.154, -0.024, 0.432], [-1.248, -0.712, -0.836], [0.407, 1.946, 0.018], [1.553, -0.681, 0.284], [1.811, -2.056, -0.190], [2.187, -2.029, -1.646], [1.656, -1.000, 4.433], [2.183, -1.030, 2.752], [0.868, -2.096, 3.298], [0.731, 0.968, 3.089], [-0.505, -0.037, 3.860], [0.927, -2.661, 0.011], [2.626, -2.402, 0.441], [1.342, -1.739, -2.270], [2.507, -3.027, -1.948], [3.010, -1.337, -1.816], [-2.532, 0.424, -4.457], [-1.807, 0.650, -3.640]], "forces_ev_per_angstrom": [[1.07, -0.80, -0.53], [0.01, 0.02, 0.01], [0.18, -0.22, 0.22], [-0.30, 0.17, 0.32], [-0.03, 0.32, -0.08], [-0.30, -0.01, -0.42], [-0.01, -0.02, -0.02], [-0.03, 0.11, -0.01], [0.15, -0.19, 0.01], [-0.04, 0.14, 0.29], [-0.33, -0.11, -0.13], [0.01, 0.38, 0.15], [-0.06, -0.01, -0.24], [-0.02, -0.01, 0.07], [0.01, 0.02, 0.00], [0.00, 0.00, 0.00], [0.00, 0.00, 0.00], [-0.01, 0.00, 0.02], [0.01, 0.00, 0.01], [-0.01, 0.02, -0.01], [0.01, -0.02, 0.00], [-0.01, 0.00, 0.02], [0.00, 0.00, 0.00], [-0.01, 0.00, -0.01], [0.02, -0.02, 0.01], [0.39, -0.23, -0.34], [-0.70, 0.46, 0.66]], "mulliken_charge": [1.055, -0.523, 1.303, -0.452, -0.477, -0.473, -0.961, -0.244, -0.249, 1.079, -0.419, -0.414, -0.228, -0.343, -1.048, 0.390, 0.230, 0.304, 0.311, 0.295, 0.434, 0.325, 0.236, 0.398, 0.320, -0.082, 0.233], "energy_ev": -63021.6234, "total_charge": 1, "s_squared": 0.753, "multiplicity": 2, "homo_ev": [-12.6, -14.2]}

***

5.
{"formula": "C6H11N3O", "method": "wB97M-V/def2-TZVPD", "symbols": ["C", "C", "C", "C", "N", "N", "H", "H", "H", "H", "H", "H", "C", "C", "O", "N", "H", "H", "H", "H", "H"], "coordinates": [[-2.333, 0.543, -1.822], [-0.836, -1.673, 0.530], [-1.556, -0.557, -1.100], [-0.467, -1.305, -1.574], [-1.666, -0.670, 0.270], [0.072, -1.957, -0.475], [-0.646, -2.086, 1.516], [1.008, -2.322, -0.340], [0.018, -1.468, -2.522], [-3.007, 0.960, -1.059], [-3.003, 0.075, -2.561], [-1.720, 1.309, -2.259], [0.702, 1.650, 1.651], [2.022, 0.924, 1.606], [2.857, 1.034, 2.469], [2.404, 0.185, 0.471], [0.289, 2.318, 0.921], [0.626, 1.917, 2.705], [3.351, -0.144, 0.389], [1.971, 0.390, -0.417], [-0.088, 0.876, 1.601]], "forces_ev_per_angstrom": [[-0.93, -1.86, 1.30], [1.83, 1.13, 1.59], [-1.35, 3.20, 1.12], [2.72, -2.27, 1.02], [-0.30, -1.94, -2.24], [-2.40, 1.19, -1.48], [-0.36, -0.06, -0.03], [-0.17, -0.37, -0.19], [-0.29, 0.44, -0.30], [0.39, 0.10, -0.30], [0.40, 0.23, -0.15], [0.42, 0.16, -0.33], [-1.28, -2.53, 1.35], [2.24, 0.87, -1.53], [-0.65, -0.20, 0.73], [-1.61, -0.24, -0.42], [0.91, 0.92, -0.39], [-0.05, 0.94, -0.34], [0.23, 0.28, 0.43], [-0.01, 0.17, 0.13], [0.25, -0.16, 0.03]], "mulliken_charge": [-1.090, -0.238, 0.854, -0.429, -0.362, 0.037, 0.409, 0.312, 0.425, 0.348, 0.356, 0.348, -0.815, 0.529, -0.533, -0.402, 0.338, 0.335, 0.229, 0.212, 0.138], "energy_ev": -12909.3388, "total_charge": 1, "s_squared": 0.761, "multiplicity": 2, "homo_ev": [-13.0, -13.0]}

***

6.
{"formula": "C26H47BBeCaF7LiN6O13PS2", "method": "wB97M-V/def2-TZVPD", "symbols": ["C", "C", "S", "C", "C", "C", "N", "C", "C", "C", "B", "N", "O", "C", "C", "O", "N", "O", "C", "O", "N", "C", "O", "H", "H", "H", "H", "H", "H", "H", "H", "H", "H", "H", "H", "H", "H", "H", "C", "O", "N", "C", "C", "H", "H", "H", "H", "H", "H", "H", "Ca", "F", "P", "F", "F", "F", "F", "F", "C", "O", "H", "H", "H", "H", "O", "S", "O", "O", "O", "C", "C", "C", "C", "C", "C", "N", "O", "C", "C", "C", "H", "H", "H", "H", "H", "H", "H", "H", "H", "H", "H", "H", "H", "H", "H", "H", "H", "H", "C", "O", "H", "H", "H", "Be", "F", "Li"], "coordinates": [[3.275, 1.531, 4.439], [2.086, 2.470, 4.126], [0.579, 1.497, 4.331], [-0.784, 2.256, 3.310], [-1.242, 1.171, 2.391], [-0.374, 0.759, 1.413], [0.858, 1.365, 1.274], [-0.715, -0.226, 0.567], [-1.941, -0.808, 0.768], [-2.822, -0.459, 1.674], [-4.203, -1.228, 1.795], [-4.868, -1.436, 3.033], [-4.754, -1.760, 0.647], [-2.456, 0.588, 2.499], [-3.370, 1.131, 3.562], [-3.552, 2.538, 3.458], [-4.511, 2.835, 2.470], [-4.517, 3.967, 2.268], [-1.971, -1.898, -0.269], [-2.605, -2.844, -0.386], [-0.928, -1.633, -1.196], [0.012, -0.834, -0.590], [1.116, -0.641, -0.914], [3.733, 1.175, 3.537], [4.017, 2.028, 5.050], [2.928, 0.667, 5.004], [2.210, 2.886, 3.135], [2.123, 3.300, 4.807], [-0.366, 3.060, 2.714], [-1.521, 2.570, 4.026], [1.525, 1.034, 1.963], [1.222, 1.199, 0.349], [-4.242, -1.222, 3.810], [-5.580, -0.713, 3.101], [-4.556, -2.698, 0.707], [-2.919, 0.928, 4.529], [-4.349, 0.685, 3.579], [-1.194, -1.274, -2.102], [3.996, 0.230, 0.457], [3.721, 0.961, 1.355], [5.204, -0.387, 0.251], [5.410, -1.248, -0.872], [6.321, -0.167, 1.165], [3.251, -0.040, -0.324], [5.688, -2.269, -0.498], [6.216, -0.863, -1.497], [4.493, -1.307, -1.479], [6.034, -0.476, 2.170], [6.555, 0.896, 1.176], [7.191, -0.735, 0.843], [3.841, -2.766, -0.548], [1.113, 7.194, 4.233], [0.196, 7.985, 3.114], [1.588, 8.925, 2.854], [-1.444, 8.000, 3.120], [0.098, 8.375, 1.513], [-0.120, 9.061, 4.308], [0.061, 6.425, 2.628], [2.292, 5.135, -0.273], [1.240, 5.792, 0.386], [2.631, 4.285, 0.331], [1.942, 4.767, -1.250], [3.132, 5.842, -0.417], [0.959, 6.530, -0.166], [-2.437, -3.109, 7.210], [-3.770, -2.685, 6.774], [-3.634, -1.487, 5.921], [-4.610, -2.360, 7.921], [-4.389, -3.774, 6.018], [-3.278, -5.455, -5.662], [-1.912, -5.234, -6.371], [-1.170, -6.568, -6.551], [-0.566, -7.115, -5.259], [0.331, -6.066, -4.605], [-0.392, -4.735, -4.371], [-1.088, -4.244, -5.612], [-0.230, -3.791, -6.369], [-1.390, -4.922, -3.208], [0.593, -3.706, -3.845], [-2.298, -4.729, -7.760], [-3.508, -6.513, -5.543], [-3.345, -4.988, -4.685], [-4.095, -5.004, -6.222], [-0.362, -6.441, -7.279], [-1.847, -7.307, -6.978], [-1.356, -7.433, -4.575], [0.022, -8.007, -5.480], [0.709, -6.451, -3.656], [1.207, -5.906, -5.242], [-2.022, -4.043, -3.083], [-0.854, -5.067, -2.272], [-2.024, -5.798, -3.319], [1.442, -3.557, -4.512], [1.000, -4.028, -2.885], [0.106, -2.745, -3.688], [-2.800, -3.763, -7.701], [-2.983, -5.434, -8.227], [-1.443, -4.627, -8.427], [1.255, 11.938, 1.977], [1.281, 10.626, 1.918], [0.400, 12.400, 2.500], [2.138, 12.437, 2.437], [1.226, 12.432, 0.972], [-0.668, -1.015, 3.596], [5.318, 2.126, -0.302], [4.490, 4.043, -1.011]], "forces_ev_per_angstrom": [[-0.58, 0.04, 0.35], [1.05, -0.33, -0.06], [-0.56, 0.03, 0.02], [1.21, -0.62, 0.38], [0.63, 1.50, 1.13], [2.29, 0.74, -0.57], [0.59, 0.56, -0.17], [-0.15, -0.54, -0.11], [1.85, -2.15, -3.46], [-2.86, -0.42, 1.66], [-0.33, -0.38, -0.37], [0.74, 0.81, 0.56], [0.28, 0.60, -0.02], [-1.68, 0.27, 1.15], [-0.41, 0.16, 0.33], [0.45, 0.02, 0.25], [-0.04, -0.66, -0.06], [-0.31, 0.89, -0.29], [1.18, 3.35, 0.33], [-2.91, -4.25, -0.28], [1.05, -0.19, -1.06], [-4.10, 0.75, 2.34], [4.19, 0.41, -1.66], [0.20, -0.13, -0.35], [0.13, 0.18, 0.04], [0.06, -0.10, 0.16], [-0.37, -0.06, -0.36], [-0.49, 0.34, 0.43], [0.01, 0.39, 0.18], [-0.08, 0.42, -0.15], [0.14, 0.45, 0.06], [0.33, -0.12, 0.06], [-0.33, -0.45, 0.28], [-0.89, -0.71, 0.07], [-0.53, -0.40, -0.31], [-0.09, 0.14, 0.33], [-0.02, -0.11, -0.12], [-0.08, -0.65, -0.39], [0.26, 0.02, -0.93], [-0.25, -0.07, 0.92], [-0.62, -1.16, 0.44], [1.88, 2.04, 0.03], [-0.10, 0.30, 0.25], [0.09, 0.03, -0.09], [1.31, 0.50, -0.55], [0.00, -0.29, -0.19], [0.89, 1.52, -0.98], [0.06, -0.04, 0.01], [-0.04, 0.02, -0.13], [-0.06, -0.04, -0.06], [-3.75, -3.01, 1.59], [0.01, 0.90, 0.39], [-1.54, -0.81, 0.73], [1.49, -1.00, 1.56], [0.05, -0.87, -0.31], [-0.67, 0.12, 0.03], [0.95, 0.74, -0.42], [-0.03, 0.17, -0.88], [-0.28, 0.34, -0.23], [0.51, -0.51, -0.21], [-0.22, 0.08, 0.15], [0.28, -0.13, -0.08], [0.15, -0.14, -0.11], [-0.16, 0.13, 0.29], [0.21, -0.44, 0.15], [-0.75, 1.18, 0.13], [-0.06, -0.25, -0.61], [0.42, -0.03, 0.44], [0.43, -0.19, -0.58], [-0.09, 0.11, 0.46], [-3.32, -0.57, -0.25], [1.00, -0.19, 0.50], [-0.09, 0.11, -0.03], [-0.05, -0.52, -0.95], [-0.74, 0.11, 3.42], [2.59, -2.79, -1.33], [0.28, 2.03, -0.64], [-0.32, -0.20, -0.10], [0.44, 0.50, -0.74], [0.73, 0.60, -0.28], [0.05, -0.01, 0.01], [0.12, -0.08, 0.06], [0.09, -0.06, -0.20], [-0.02, 0.22, 0.00], [-0.23, 0.23, -0.03], [0.01, 0.04, 0.02], [-0.01, 0.00, -0.01], [-0.12, 0.29, 0.14], [-0.07, 0.17, -0.06], [-0.03, -0.01, 0.02], [0.15, 0.08, -0.07], [-0.07, 0.05, -0.07], [-0.08, 0.05, -0.12], [-0.21, -0.16, -0.01], [0.01, 0.03, 0.01], [-0.01, 0.01, 0.02], [-0.04, -0.10, 0.22], [0.06, 0.05, 0.06], [-0.44, 1.40, 2.85], [-0.42, 0.80, -2.67], [-0.34, -0.47, -0.20], [0.49, -0.36, -0.54], [0.35, -0.72, -0.43], [0.22, 0.06, 0.24], [-0.52, 1.88, -1.22], [0.59, -1.46, 0.80]], "mulliken_charge": [-0.905, -0.078, -0.369, -0.413, -2.037, 1.605, -0.308, 0.426, 0.212, 0.533, 0.405, -0.452, -0.643, 1.283, -1.461, -0.150, 0.183, -0.348, -0.627, -0.515, 0.246, -0.239, -0.514, 0.027, 0.389, 0.356, -0.039, 0.634, 0.326, 0.745, -0.051, 0.178, 0.289, 0.322, 0.290, 0.201, 0.506, 0.316, -0.002, -0.450, 0.237, -0.747, -1.069, 0.285, 0.134, 0.508, 0.149, 0.326, 0.262, 0.429, 0.864, -0.324, 1.091, -0.315, -0.350, -0.345, -0.314, -0.267, -0.912, -0.320, 0.078, 0.433, 0.465, 0.272, -0.458, 1.159, -0.465, -0.496, -0.443, -1.546, 1.669, -1.519, -0.437, -1.387, 2.064, 0.642, -0.517, -2.188, -1.749, -1.827, 0.351, 0.282, 0.455, 0.391, 0.448, 0.295, 0.424, 0.387, 0.386, 0.520, 0.463, 0.395, 0.442, 0.331, 0.347, 0.478, 0.447, 0.389, -0.513, -0.011, 0.302, 0.297, 0.308, 0.351, -0.840, 0.928], "energy_ev": -132959.1040, "total_charge": 1, "homo_ev": -7.9}